[1]
The following is a quantum chemistry calculation of 2 unconnected molecules or ions with the total composition C5H13O2, from OMol25.

```
20
C5H13O2 (ωB97M-V with the def2-TZVPD basis set)
C -1.06130 -0.29993 1.55854
O -2.07710 -0.46793 0.66993
C 0.24311 0.35302 0.98055
C 0.59005 -0.03820 -0.44551
C 1.93558 0.47428 -0.89004
C 0.47845 -1.54068 -0.70012
H -0.72489 -1.27046 1.95985
H -1.35176 0.39819 2.37195
H 0.16880 1.43638 1.07099
H 1.12806 0.13917 1.60237
H -0.13578 0.37095 -1.12863
H 2.24606 0.08371 -1.86322
H 2.77780 0.30738 -0.21115
H 1.91970 1.55385 -1.09932
H 1.17983 -2.15273 -0.19754
H -0.52019 -1.87954 -0.45751
H 0.65041 -1.71211 -1.76377
H -2.33707 1.60170 -1.22994
H -2.41037 0.87304 0.12279
O -2.69940 1.76992 -0.35022
```

Summary:
- Frontier orbital gap: 7.12 eV
- Charge: -1
- Electronic energy: -9491.111 eV
- LUMO: 3.846 eV
- ΔE to the lowest compared entry with this formula, charge and spin: 20.9 kJ/mol

natural (NBO) population analysis, charges in e, atoms 1 to 2: C -0.024; O -0.929

=====

[2]
The following is a quantum chemistry calculation of 2 unconnected molecules or ions with the total composition C5H13O2, from OMol25.

```
20
C5H13O2 (ωB97M-V with the def2-TZVPD basis set)
C 0.44851 -1.54743 -1.33652
O 0.58860 -1.73703 -2.66911
C 0.61788 -0.06252 -0.85802
C 0.81772 0.14056 0.66220
C -0.47672 0.24655 1.48812
C -1.39763 -0.97318 1.49739
H 1.10159 -2.20535 -0.75383
H -0.57679 -1.80774 -0.96899
H 1.39994 0.38714 -1.47604
H -0.33121 0.43511 -1.10340
H 1.46204 -0.65204 1.05691
H 1.35837 1.08151 0.82022
H -0.19260 0.54696 2.50137
H -1.05553 1.08763 1.08327
H -0.81822 -1.84431 1.81041
H -2.19892 -0.81037 2.22315
H -1.83133 -1.14274 0.51806
H 0.28463 2.54914 -2.16314
H 0.38516 2.97433 -0.72630
O 0.41450 3.33377 -1.60576
```

Summary:
- Frontier orbital gap: 5.89 eV
- Charge: -1
- Electronic energy: -9490.303 eV
- LUMO: 3.681 eV
- ΔE to the lowest compared entry with this formula, charge and spin: 98.9 kJ/mol

natural (NBO) population analysis, charges in e, atoms 1 to 2: C -0.005; O -0.962

=====

[3]
The following is a quantum chemistry calculation of 2 unconnected molecules or ions with the total composition C5H13O2, from OMol25.

```
20
C5H13O2 (ωB97M-V with the def2-TZVPD basis set)
C 0.81121 -1.01221 1.64269
O 0.30609 -1.58078 2.70339
C 0.61707 0.68055 1.65279
C -0.11324 1.21881 0.45870
C 0.61337 1.28834 -0.90578
C 0.80642 2.81170 -1.19850
H 1.95011 -1.11205 1.49127
H 0.26783 -1.33010 0.70708
H 1.69556 0.86170 1.61022
H 0.32900 0.86055 2.67919
H -0.65955 2.15964 0.68146
H -1.08911 0.69684 0.36940
H -0.01272 0.92590 -1.72770
H 1.49878 0.66038 -0.86110
H 1.76077 3.02525 -1.69389
H 0.96018 3.31448 -0.23343
H -0.03998 3.27293 -1.67941
H -1.97588 -3.84857 -3.38378
H -3.25798 -3.07939 -2.71532
O -2.46476 -3.01451 -3.28546
```

Summary:
- Frontier orbital gap (spin up / spin down): 1.96 / 5.45 eV
- Charge: -2
- 2S+1: 2
- <S²>: 0.751
- Electronic energy: -9485.558 eV
- LUMO (spin up / spin down): 5.463 / 5.442 eV
- ΔE to the lowest compared entry with this formula, charge and spin: 141.0 kJ/mol

natural (NBO) population analysis, charges in e, atoms 1 to 2: C 0.044; O -0.933

=====

[4]
The following is a quantum chemistry calculation of 2 unconnected molecules or ions with the total composition C5H13OP, from OMol25.

```
20
C5H13OP (ωB97M-V with the def2-TZVPD basis set)
C -1.04900 0.44507 1.53676
P -0.42250 -0.53251 0.00099
C 1.02882 0.53923 -0.54630
C 2.40865 0.21626 0.02877
C 0.77298 2.05703 -0.58430
H -1.21954 1.51626 1.38013
H -0.33214 0.28418 2.44542
H -1.95142 -0.13427 1.71320
H -0.07765 -1.63806 0.81308
H 1.04702 0.23190 -1.59791
H 2.59492 -0.85470 -0.21258
H 3.19469 0.81497 -0.33795
H 2.32896 0.34985 1.09022
H 0.16429 2.47089 -1.37094
H 1.68656 2.49955 -0.78699
H 0.29602 2.48235 0.32341
C -2.64060 -2.69412 -0.93933
O -3.52597 -3.32477 -1.53839
H -1.59000 -3.01017 -0.94498
H -2.71408 -1.71893 -0.47229
```

Summary:
- Frontier orbital gap: 9.58 eV
- Electronic energy: -16729.773 eV
- LUMO: 0.648 eV
- SMILES string: CPC(C)C.C=O
- ΔE to the lowest compared entry with this formula, charge and spin: 240.8 kJ/mol

natural (NBO) population analysis, charges in e, atoms 1 to 2: C -0.900; P 0.486